(1)
57
Properties=species:S:1:pos:R:3:lowdin_charge:R:1 method="wB97M-V/def2-TZVPD" charge=+2 lumo_ev="-8.6 / -7.3" homo_lumo_gap_ev="4.4 / 6.2"
Pb -0.51399 0.54803 -0.63811 1.647
C 0.78670 2.53449 1.80869 -0.067
N 0.44821 1.15540 2.22043 -0.230
C -0.58193 1.31595 3.25053 -0.069
C 1.51541 0.21281 2.38335 -0.145
C 1.86398 -0.37253 3.59120 0.004
C 3.11808 -1.00195 3.71770 -0.028
C 3.95797 -1.19276 2.62649 -0.060
C 3.56395 -0.79347 1.37139 -0.016
C 2.34316 -0.12716 1.19523 -0.201
N 1.87645 0.26786 -0.04102 -0.035
C 2.66802 0.34495 -1.14873 -0.278
C 3.83911 1.14862 -1.14800 0.017
C 4.40469 1.49666 -2.36274 -0.045
C 3.78603 1.12189 -3.54662 -0.050
C 2.63446 0.34796 -3.58960 -0.004
C 2.10418 -0.08420 -2.37466 -0.251
N 1.03353 -1.01625 -2.37737 -0.298
C 1.33564 -2.40728 -1.95326 -0.033
C 0.26627 -1.09024 -3.65370 -0.085
H 1.37653 3.02058 2.59125 0.112
H -0.17305 3.04338 1.65083 0.086
H 1.32749 2.52032 0.88243 0.061
H -0.24030 2.03803 4.04761 0.126
H -0.94800 0.36254 3.58738 0.085
H -1.47527 1.72726 2.68571 0.089
H 1.16150 -0.40771 4.41389 0.116
H 3.47177 -1.45418 4.63224 0.120
H 4.88354 -1.74135 2.79439 0.125
H 4.22899 -0.99589 0.48657 0.144
H 4.25720 1.37115 -0.18120 0.121
H 5.22283 2.20064 -2.45542 0.122
H 4.32067 1.28263 -4.48747 0.127
H 2.38496 -0.11801 -4.57973 0.139
H 1.86119 -2.95924 -2.74161 0.111
H 0.43806 -2.91278 -1.66848 0.070
H 1.87558 -2.35647 -1.00750 0.087
H 0.82622 -1.71172 -4.36229 0.101
H 0.01453 -0.10021 -4.02418 0.090
H -0.72491 -1.52937 -3.39971 0.095
I -4.63594 4.20871 0.62297 1.122
C -4.68104 2.19021 0.27815 -0.631
C -5.92901 1.54498 0.25390 -0.213
C -6.05579 0.15475 0.15981 -0.548
I -8.07683 -0.59589 -0.05105 1.007
C -4.84307 -0.60296 0.06644 -0.159
C -4.83184 -1.96966 -0.27319 0.011
C -3.65465 -2.71464 -0.23192 0.026
C -2.45572 -2.03325 0.14210 -0.122
N -2.36869 -0.74095 0.30684 -0.053
C -3.52356 0.03192 0.21994 -0.136
C -3.43284 1.46515 0.24759 -0.376
O -2.24054 2.06591 0.34152 -0.257
H -6.87901 2.12535 0.15088 0.101
H -5.79364 -2.44876 -0.35135 0.081
H -3.61410 -3.77015 -0.37526 0.116
H -1.52313 -2.59910 0.29669 0.130

(2)
56
Properties=species:S:1:pos:R:3:lowdin_charge:R:1 method="wB97M-V/def2-TZVPD" charge=0 lumo_ev=-0.1 homo_lumo_gap_ev=8.5
C 0.13890 -0.01795 -4.46929 -0.104
C -0.36121 1.41973 -4.41328 -0.242
C 0.49616 2.30952 -3.50227 -0.144
C 0.35109 1.89222 -2.06472 -0.226
N -0.79604 2.21758 -1.53118 0.178
C -1.06380 1.92538 -0.24881 -0.205
C -2.30061 2.33421 0.29165 -0.005
C -2.58582 2.09912 1.60743 -0.091
C -1.65465 1.44494 2.43057 -0.075
C -0.45672 1.01564 1.92845 -0.014
C -0.13113 1.24171 0.57632 -0.073
C 1.08516 0.84096 -0.03813 -0.004
C 2.03591 0.04002 0.78906 -0.443
O 2.56990 0.40081 1.80268 0.165
O 2.17853 -1.19736 0.27526 -0.025
C 2.92416 -2.12284 1.04939 -0.067
C 2.25251 -2.54664 2.35981 -0.331
O 2.92525 -3.00971 3.24947 0.116
C 0.79484 -2.34910 2.47875 -0.152
C 0.27044 -2.14927 3.75761 -0.004
C -1.07462 -1.90564 3.93955 0.018
C -1.93001 -1.86245 2.84422 -0.217
C -1.41875 -2.11131 1.56290 -0.156
C -0.06983 -2.35351 1.38353 0.047
N -2.30886 -2.14681 0.48969 0.174
C -3.61451 -1.79424 0.58387 -0.443
O -4.38382 -1.87867 -0.34329 0.089
C -4.01667 -1.22039 1.93581 -0.055
O -3.24868 -1.63398 3.05039 0.007
C 1.35101 1.16983 -1.35175 -0.099
C 2.68990 0.85864 -1.95899 -0.183
C 3.66560 2.00464 -1.67777 -0.064
H 0.16034 -0.45595 -3.47329 0.068
H 1.14206 -0.06337 -4.88948 0.071
H -0.51620 -0.62054 -5.09410 0.070
H -0.36027 1.84220 -5.41998 0.106
H -1.38568 1.43620 -4.03866 0.105
H 1.53326 2.29245 -3.83037 0.102
H 0.12468 3.33255 -3.58189 0.119
H -2.99199 2.84409 -0.36020 0.113
H -3.52447 2.43092 2.02822 0.107
H -1.88926 1.28190 3.47219 0.113
H 0.25635 0.52680 2.57363 0.110
H 3.06044 -3.00349 0.41577 0.147
H 3.90480 -1.70623 1.30561 0.146
H 0.94545 -2.17056 4.59877 0.125
H -1.48673 -1.74323 4.92211 0.125
H 0.29102 -2.56840 0.38964 0.131
H -1.96962 -2.45772 -0.41144 0.167
H -5.05114 -1.49965 2.14959 0.144
H -3.96422 -0.12384 1.83881 0.120
H 2.59839 0.70702 -3.03343 0.097
H 3.08725 -0.06125 -1.53114 0.108
H 3.79599 2.13339 -0.60529 0.080
H 3.29073 2.93925 -2.08972 0.077
H 4.63515 1.79239 -2.12229 0.076

(3)
57
Properties=species:S:1:pos:R:3:lowdin_charge:R:1 method="wB97M-V/def2-TZVPD" charge=0 lumo_ev=0.2 homo_lumo_gap_ev=8.1
O -0.90496 2.27348 2.59579 0.070
C -0.25777 1.25123 2.48642 -0.462
C 1.23323 1.23285 2.83026 -0.027
N 2.05036 1.55301 1.67187 -0.026
N 1.51095 1.33803 0.47266 0.169
C 2.12570 1.69726 -0.60180 -0.193
C 1.46745 1.46095 -1.93510 -0.088
C 0.11201 0.81878 -1.90491 -0.206
C -0.16630 -0.28402 -2.70509 -0.029
C -1.44953 -0.80684 -2.72839 -0.070
C -2.41456 -0.20669 -1.93536 -0.150
N -2.15942 0.83539 -1.16179 0.066
C -0.93713 1.33703 -1.15006 -0.098
C 3.42507 2.32773 -0.56390 -0.093
C 4.13385 2.75288 -1.69581 -0.018
C 5.36998 3.34312 -1.56240 -0.063
C 5.93970 3.52955 -0.30424 -0.060
C 5.26129 3.12201 0.82084 0.003
C 4.00696 2.52165 0.70100 -0.059
C 3.29065 2.11434 1.90907 -0.373
O 3.70798 2.23626 3.04628 0.076
N -0.81651 0.08485 2.11606 -0.034
C -0.11383 -1.15792 1.89812 -0.128
C -0.75982 -1.96367 0.77403 -0.128
N -2.15976 -2.20988 1.04003 -0.061
C -2.94246 -2.84240 0.12101 -0.305
C -2.39961 -3.51783 -0.98828 -0.036
C -3.25713 -4.16041 -1.85364 -0.085
C -4.62682 -4.12943 -1.61701 -0.090
C -5.06270 -3.44752 -0.49641 -0.152
N -4.25925 -2.82654 0.34680 0.109
C -2.76310 -1.37680 2.05829 -0.123
C -2.26150 0.05298 1.92909 -0.105
H 1.54957 0.28241 3.26915 0.127
H 1.41512 2.02178 3.56792 0.137
H 1.36961 2.43681 -2.42564 0.136
H 2.13883 0.85203 -2.54884 0.124
H 0.61264 -0.72605 -3.31243 0.113
H -1.69508 -1.65644 -3.34611 0.102
H -3.43174 -0.57419 -1.91063 0.112
H -0.78943 2.18929 -0.50185 0.122
H 3.71188 2.62126 -2.67993 0.107
H 5.90479 3.66685 -2.44329 0.107
H 6.90974 3.99475 -0.21708 0.107
H 5.66755 3.25319 1.81203 0.122
H -0.10286 -1.75803 2.81855 0.132
H 0.91407 -0.95387 1.59784 0.114
H -0.63421 -1.41433 -0.16824 0.107
H -0.22573 -2.91800 0.68895 0.129
H -1.33693 -3.53764 -1.16399 0.096
H -2.86356 -4.68556 -2.71309 0.105
H -5.32268 -4.62021 -2.27785 0.093
H -6.11544 -3.38680 -0.25018 0.105
H -3.84267 -1.41803 1.91323 0.111
H -2.52524 -1.77682 3.05116 0.128
H -2.71234 0.70014 2.68553 0.131
H -2.51894 0.45404 0.94134 0.103

(4)
60
Properties=species:S:1:pos:R:3:lowdin_charge:R:1 method="wB97M-V/def2-TZVPD" charge=-1 lumo_ev=-0.1 homo_lumo_gap_ev=4.6
O -0.50102 4.26566 -0.62378 -0.116
O -0.56909 2.84146 -0.46206 -0.325
C -0.90442 2.24145 -1.74117 -0.443
Nb 0.80139 0.90039 -2.46192 0.754
H 0.46405 4.35383 -0.72855 0.067
H -1.80295 1.62085 -1.56464 -0.013
H -1.19112 3.04342 -2.43965 0.032
H 1.20379 -0.04608 -0.87830 -0.171
H -0.70237 -0.07544 -3.00227 -0.126
H 0.86715 2.07695 -3.88330 -0.161
H 1.70261 2.27956 -1.61155 -0.133
H 2.18636 0.32973 -3.53397 -0.181
C 3.22903 -4.18643 -1.81430 0.029
C 3.34767 -5.23259 -1.00106 0.011
C 2.21097 -5.68842 -0.16636 -0.379
O 2.32586 -6.64726 0.57603 0.067
C 0.93689 -4.94278 -0.26286 0.016
C 0.81369 -3.89489 -1.07391 0.035
C 1.94835 -3.43726 -1.92062 -0.385
O 1.83001 -2.48732 -2.65865 0.040
H 4.03657 -3.82116 -2.43642 0.123
H 4.26350 -5.80164 -0.90028 0.116
H 0.13173 -5.30396 0.36462 0.120
H -0.09526 -3.31393 -1.17235 0.126
C 1.84617 9.66032 0.60814 0.013
C 1.38159 9.96136 -0.60141 0.013
C 0.55650 8.99537 -1.37435 -0.385
O 0.13291 9.28590 -2.47376 0.103
C 0.27644 7.68243 -0.74672 0.029
C 0.74094 7.38207 0.46552 0.026
C 1.55862 8.34531 1.23906 -0.387
O 1.98072 8.08515 2.34708 0.100
H 2.44785 10.34143 1.19706 0.117
H 1.56997 10.91048 -1.08780 0.117
H -0.32883 6.98969 -1.31933 0.121
H 0.53777 6.42915 0.93946 0.119
C 2.08681 -7.91363 6.44732 0.014
C 1.04431 -8.22258 5.68100 0.016
C 1.12361 -8.14663 4.19777 -0.379
O 0.16382 -8.43460 3.51397 0.107
C 2.40987 -7.71116 3.59891 0.029
C 3.44947 -7.40328 4.37293 0.022
C 3.37546 -7.48026 5.85002 -0.392
O 4.32729 -7.20521 6.55198 0.096
H 2.06096 -7.95889 7.52891 0.118
H 0.09090 -8.54264 6.08257 0.119
H 2.45240 -7.65337 2.51874 0.090
H 4.40057 -7.08128 3.96676 0.122
C -5.43337 2.54081 -0.84091 0.018
C -4.48395 1.62500 -1.01939 0.022
C -4.49607 0.72225 -2.20223 -0.383
O -3.63879 -0.11585 -2.37052 0.090
C -5.60481 0.89473 -3.17837 0.022
C -6.55146 1.81090 -2.99495 0.010
C -6.53994 2.70514 -1.81010 -0.395
O -7.41099 3.53766 -1.64877 0.085
H -5.44737 3.21136 0.00906 0.120
H -3.65889 1.49004 -0.33162 0.120
H -5.58194 0.22942 -4.03256 0.120
H -7.37194 1.95928 -3.68615 0.116